(1)
{"formula": "C4H2O2", "method": "ωB97M-V/def2-TZVPD", "elements": ["O", "C", "C", "C", "C", "O", "H", "H"], "positions_angstrom": [[-1.240, 2.087, -1.714], [-0.099, 1.764, -1.197], [0.030, 0.546, -0.242], [0.129, -0.412, 0.473], [0.014, -1.655, 1.283], [1.190, -2.312, 1.395], [0.946, 2.280, -1.166], [-0.997, -1.939, 1.818]], "forces_ev_per_a": [[6.3578, -1.4302, 2.3703], [-3.5263, -0.1336, 0.3478], [-0.6787, 1.9165, -1.9665], [-1.1468, -1.6406, 1.0777], [6.2237, -2.0600, 0.4982], [-7.2790, 3.0890, -0.2429], [-2.0834, -0.1193, -0.9379], [2.1328, 0.3781, -1.1468]], "lowdin_charge": [0.00, -0.16, 0.05, 0.00, -0.13, -0.05, 0.14, 0.15], "smiles": "O=CC#CC=O", "energy_ev": -8270.505, "orbital_gap_ha": 0.3419, "relative_energy_ev": 2.0231}

(2)
{"formula": "C4H2O2", "method": "ωB97M-V/def2-TZVPD", "elements": ["O", "C", "C", "O", "C", "C", "H", "H"], "positions_angstrom": [[-2.260, -1.279, -0.399], [-2.022, -0.291, 0.263], [-0.607, -0.092, 0.681], [0.055, 0.386, -0.359], [1.384, 0.371, -0.280], [2.579, 0.314, -0.311], [-2.814, 0.356, 0.687], [3.643, 0.239, -0.327]], "forces_ev_per_a": [[-0.0011, 0.4138, 0.2505], [-0.1103, -0.3657, -0.1757], [0.0730, 0.0594, -0.2424], [0.0232, -0.1948, 0.1857], [0.6569, -0.0127, -0.0079], [-0.5799, 0.0377, 0.0039], [0.0896, -0.0046, -0.0349], [-0.1514, 0.0668, 0.0208]], "lowdin_charge": [0.06, -0.27, 0.09, 0.00, -0.19, 0.15, 0.12, 0.04], "energy_ev": -8268.858, "orbital_gap_ha": 0.3326, "relative_energy_ev": 3.6705}

> Which formula does entry 1 have?

C4H2O2